Entry 1:
Entry from OMol25: a structure of composition C22H32CoN6S2 at a distorted geometry (ωB97M-V/def2-TZVPD).

Cartesian coordinates (Å):
Co  -0.3174  0.6758  -0.9792
N  -2.2386  4.3959  -0.9303
C  -1.4174  3.3353  -0.8840
S  -1.7773  1.9772  -1.9160
N  -0.3930  3.4010  -0.0601
N  0.3398  2.2465  -0.1374
C  1.4128  2.1260  0.5727
C  1.9290  3.1185  1.5351
C  2.1822  2.6908  2.8378
C  2.6321  3.5892  3.7928
C  2.8495  4.9138  3.4434
C  2.6074  5.3401  2.1443
C  2.1377  4.4511  1.1924
C  2.0902  0.8205  0.3841
C  3.3541  0.5222  0.8603
C  3.8797  -0.7367  0.6010
C  3.1373  -1.6521  -0.1249
C  1.8896  -1.2670  -0.5939
N  1.3897  -0.0623  -0.3555
H  -3.0266  4.4048  -1.5514
H  -2.0151  5.2152  -0.3920
H  2.0068  1.6574  3.1129
H  2.8109  3.2548  4.8055
H  3.2085  5.6151  4.1843
H  2.7780  6.3726  1.8726
H  1.9385  4.7849  0.1844
H  3.9075  1.2574  1.4246
H  4.8643  -0.9950  0.9660
H  3.5117  -2.6434  -0.3358
H  1.2622  -1.9170  -1.1785
C  -0.4590  -4.7699  -2.1339
N  -0.2932  -3.4427  -2.7162
C  0.9249  -3.3026  -3.5107
C  -1.1754  -2.4553  -2.5209
S  -0.7839  -0.7780  -2.7601
N  -2.4276  -2.8139  -2.2207
C  -3.0562  -3.9831  -2.8391
C  -3.4055  -1.8340  -1.7478
H  0.4993  -5.0606  -1.7026
H  -0.7368  -5.5152  -2.8802
H  -1.2053  -4.7441  -1.3435
H  0.9374  -4.0915  -4.2639
H  1.8059  -3.4258  -2.8805
H  0.9511  -2.3332  -3.9958
H  -2.3619  -4.4915  -3.5033
H  -3.8981  -3.6290  -3.4350
H  -3.4257  -4.6816  -2.0888
H  -2.9539  -1.1400  -1.0528
H  -4.1977  -2.3845  -1.2428
H  -3.8258  -1.2752  -2.5858
C  -0.1710  -0.6422  2.5616
C  -1.1249  0.3572  1.9076
C  -2.4392  0.3684  2.6954
C  -1.4374  0.0404  0.4416
H  0.0548  -0.3482  3.5875
H  0.7729  -0.7504  2.0320
H  -0.6351  -1.6309  2.6019
H  -0.7052  1.3599  1.9842
H  -2.9363  -0.6026  2.6324
H  -3.1255  1.1236  2.3108
H  -2.2616  0.5815  3.7506
H  -2.4106  0.4460  0.1718
H  -1.4276  -1.0432  0.2718

Output
Net charge ... +1
HOMO ... -0.3950 Ha
ΔE to the lowest compared entry with this formula, charge and spin ... 6.7 kcal/mol
LUMO energy ... -3.60 eV
2S+1 ... 1

Entry 2:
Entry from OMol25: a cluster of 2 separate species, C3H4O2S in total at a distorted geometry (ωB97M-V/def2-TZVPD).

Cartesian coordinates (Å):
C  -1.4612  0.8309  -0.2963
C  1.6797  0.2531  0.1910
C  0.4656  -0.5694  0.0034
O  -2.4245  0.2036  0.0006
O  1.4220  -0.4204  -0.9711
S  -0.3240  -1.9262  0.3713
H  -1.5032  1.7373  -0.8516
H  1.3760  1.3283  0.2776
H  2.4823  -0.0988  0.9688
H  -1.7126  -1.3383  0.3064

Output
HOMO (alpha / beta) ... -0.3048 / -0.3048 Ha
ΔE to the lowest compared entry with this formula, charge and spin ... 129.6 kcal/mol
LUMO energy (alpha / beta) ... 0.15 / 0.15 eV
2S+1 ... 1